Record 1
A molecular structure, C13H27NO26S6, computed with ωB97M-V/def2-TZVPD.

CARTESIAN COORDINATES (ANGSTROEM)
C (8.285, 10.808, 22.703)
N (8.271, 9.635, 21.792)
O (8.386, 8.542, 22.299)
O (8.094, 9.828, 20.603)
H (8.173, 10.454, 23.719)
H (7.434, 11.425, 22.433)
H (9.219, 11.345, 22.564)
C (10.353, 8.625, 18.333)
C (11.712, 8.320, 17.699)
O (11.726, 6.914, 17.479)
S (10.427, 6.211, 18.062)
O (10.761, 5.092, 18.841)
O (9.453, 6.123, 17.042)
O (10.058, 7.430, 19.043)
H (9.574, 8.930, 17.635)
H (10.444, 9.423, 19.071)
H (12.540, 8.601, 18.349)
H (11.862, 8.861, 16.763)
C (8.037, 15.078, 20.190)
C (8.434, 13.621, 20.171)
O (9.535, 13.549, 21.101)
S (9.386, 14.668, 22.245)
O (10.540, 15.485, 22.207)
O (8.964, 14.078, 23.450)
O (8.138, 15.411, 21.592)
H (7.007, 15.236, 19.887)
H (8.721, 15.743, 19.668)
H (8.781, 13.267, 19.205)
H (7.659, 12.952, 20.545)
C (7.555, 6.196, 25.070)
C (7.400, 4.833, 25.700)
O (8.676, 4.537, 26.253)
S (9.311, 5.867, 26.857)
O (10.683, 5.884, 26.520)
O (8.929, 6.050, 28.196)
O (8.518, 6.867, 25.923)
H (6.631, 6.768, 25.088)
H (8.003, 6.246, 24.078)
H (7.088, 4.069, 24.994)
H (6.677, 4.889, 26.518)
C (11.493, 6.669, 21.823)
C (12.082, 6.932, 23.197)
O (13.502, 6.906, 23.062)
S (13.940, 7.029, 21.538)
O (14.505, 5.806, 21.103)
O (14.654, 8.235, 21.325)
O (12.483, 7.206, 20.935)
H (10.505, 7.089, 21.665)
H (11.422, 5.599, 21.599)
H (11.721, 6.308, 24.010)
H (11.798, 7.959, 23.460)
C (7.410, 11.496, 17.366)
C (8.032, 11.426, 15.949)
O (7.162, 10.610, 15.171)
S (5.695, 10.706, 15.789)
O (4.998, 9.520, 15.511)
O (5.150, 11.984, 15.494)
O (6.192, 10.712, 17.294)
H (7.047, 12.497, 17.603)
H (7.996, 11.075, 18.176)
H (9.014, 10.959, 15.945)
H (8.118, 12.415, 15.501)
C (5.371, 14.060, 25.725)
C (5.702, 13.184, 24.496)
O (6.535, 12.132, 24.975)
S (6.856, 12.328, 26.540)
O (8.226, 12.148, 26.774)
O (5.899, 11.585, 27.273)
O (6.512, 13.875, 26.570)
H (4.446, 13.772, 26.222)
H (5.314, 15.105, 25.437)
H (6.249, 13.806, 23.786)
H (4.802, 12.797, 24.021)

Its spin multiplicity is 1. As for the orbital gap: 0.3762 hartree. The energy relative to the best compared isomer or geometry (same formula, charge and spin) comes out at 0.0000 eV. For the HOMO energy, the calculation gives -10.98 eV.

Mulliken atomic charge list, values in e, 5 entries: C -0.669; N 0.887; O -0.492; O -0.482; H 0.350


Record 2
2 unconnected molecules or ions with the total composition C13H27O9PS2, computed with ωB97M-V/def2-TZVPD.

CARTESIAN COORDINATES (ANGSTROEM)
C (-2.026, -3.279, -2.645)
C (-0.973, -2.198, -2.429)
C (-1.286, -1.343, -1.201)
C (-0.602, 0.028, -1.100)
C (-1.025, 0.922, -2.274)
C (0.937, 0.059, -0.853)
O (1.293, 1.382, -0.467)
C (1.235, -0.772, 0.409)
S (2.916, -1.290, 0.740)
O (2.847, -2.652, 1.178)
O (3.595, -0.312, 1.516)
O (3.580, -1.290, -0.707)
C (2.654, -1.617, -1.753)
C (1.804, -0.390, -2.074)
P (2.905, 0.938, -2.726)
O (3.975, 1.465, -1.901)
O (3.452, 0.271, -4.090)
O (1.896, 2.093, -3.222)
H (-2.992, -2.833, -2.887)
H (-2.161, -3.864, -1.733)
H (-1.749, -3.964, -3.446)
H (0.000, -2.685, -2.316)
H (-0.910, -1.571, -3.324)
H (-1.118, -1.932, -0.299)
H (-2.362, -1.141, -1.207)
H (-0.993, 0.505, -0.199)
H (-2.034, 0.657, -2.593)
H (-1.051, 1.974, -1.987)
H (-0.385, 0.824, -3.150)
H (0.953, 2.020, -1.109)
H (0.658, -1.686, 0.456)
H (0.986, -0.120, 1.244)
H (3.259, -1.940, -2.598)
H (2.044, -2.465, -1.434)
H (1.152, -0.664, -2.911)
H (2.829, -0.321, -4.530)
H (1.282, 1.811, -3.919)
C (-2.472, 1.527, 5.093)
C (-1.132, 2.274, 5.164)
C (-0.269, 1.780, 3.996)
S (-1.425, 1.296, 2.709)
O (-1.308, -0.126, 2.479)
O (-1.349, 2.200, 1.589)
C (-2.922, 1.610, 3.638)
H (-3.214, 1.962, 5.762)
H (-2.335, 0.482, 5.379)
H (-1.306, 3.347, 5.066)
H (-0.627, 2.108, 6.114)
H (0.388, 2.542, 3.584)
H (0.309, 0.893, 4.249)
H (-3.665, 0.870, 3.350)
H (-3.259, 2.611, 3.370)

Its spin multiplicity is 1. The SMILES is CCC[C@H](C)[C@@]1(O)CS(=O)(=O)OC[C@@H]1P(=O)(O)O.O=S1(=O)CCCC1. As for the orbital gap: 0.3748 hartree. For the HOMO energy, the calculation gives -10.23 eV.

natural (NBO) atomic charge list, values in e, 5 entries: C -0.599; C -0.403; C -0.401; C -0.251; C -0.618


Record 3
2 unconnected molecules or ions with the total composition C13H28BNO6, computed with ωB97M-V/def2-TZVPD.

CARTESIAN COORDINATES (ANGSTROEM)
C (1.490, 3.045, 0.822)
O (1.920, 1.738, 0.487)
C (1.109, 0.682, 0.949)
C (0.960, 0.535, 2.467)
N (-0.244, 1.164, 3.025)
C (0.037, 1.964, 4.123)
O (-0.791, 2.552, 4.776)
C (1.531, 1.976, 4.375)
C (2.158, 1.036, 3.322)
B (3.063, -0.125, 3.930)
C (3.256, -1.545, 3.293)
O (3.760, 0.104, 5.087)
H (0.506, 3.051, 1.296)
H (1.432, 3.640, -0.091)
H (2.201, 3.522, 1.500)
H (0.108, 0.724, 0.495)
H (1.574, -0.225, 0.566)
H (0.845, -0.540, 2.629)
H (-0.876, 1.614, 2.377)
H (1.719, 1.676, 5.407)
H (1.881, 3.003, 4.279)
H (2.808, 1.628, 2.669)
H (4.276, -1.627, 2.909)
H (3.156, -2.313, 4.065)
H (2.562, -1.789, 2.489)
H (3.886, 1.032, 5.303)
C (-0.775, -1.287, -5.976)
O (-1.480, -1.795, -4.868)
C (-0.696, -2.563, -3.977)
C (-1.033, -2.278, -2.530)
O (-0.625, -1.003, -2.063)
C (-1.338, 0.142, -2.500)
C (-2.747, 0.270, -1.963)
O (-3.627, -0.669, -2.546)
C (-4.607, -1.171, -1.668)
H (-0.570, -2.064, -6.720)
H (-1.400, -0.521, -6.434)
H (0.175, -0.833, -5.673)
H (0.371, -2.376, -4.142)
H (-0.882, -3.631, -4.156)
H (-0.452, -2.987, -1.934)
H (-2.091, -2.464, -2.334)
H (-1.327, 0.230, -3.588)
H (-0.778, 0.987, -2.089)
H (-3.096, 1.287, -2.192)
H (-2.731, 0.156, -0.872)
H (-4.172, -1.458, -0.704)
H (-5.041, -2.053, -2.135)
H (-5.405, -0.441, -1.486)

Its spin multiplicity is 1. The SMILES is COC[C@@H]1NC(=O)C[C@H]1B(C)O.COCCOCCOC. As for the orbital gap: 0.3566 hartree. For the HOMO energy, the calculation gives -9.28 eV.

natural (NBO) atomic charge list, values in e, 5 entries: C -0.256; O -0.541; C -0.068; C -0.058; N -0.634


Record 4
3 unconnected molecules or ions with the total composition C13H28Br2N2OP, computed with ωB97M-V/def2-TZVPD.

CARTESIAN COORDINATES (ANGSTROEM)
C (2.038, -0.697, -3.543)
O (1.530, 0.466, -4.148)
C (0.899, 1.355, -3.227)
P (-0.745, 0.770, -2.482)
C (-2.443, 0.182, -1.663)
Br (-3.588, 1.701, -1.193)
C (-3.364, -0.790, -2.387)
C (-3.598, -0.497, -3.859)
Br (-2.641, -2.618, -2.196)
H (2.194, -0.548, -2.467)
H (1.368, -1.554, -3.669)
H (3.001, -0.929, -4.016)
H (0.731, 2.282, -3.786)
H (1.581, 1.563, -2.381)
H (-1.540, 1.400, -3.574)
H (-0.784, 2.039, -1.725)
H (-0.028, 0.111, -1.337)
H (-0.723, -0.499, -3.229)
H (-2.173, -0.260, -0.706)
H (-4.311, -0.870, -1.854)
H (-2.650, -0.426, -4.392)
H (-4.220, -1.269, -4.318)
H (-4.111, 0.467, -3.934)
C (-1.335, 1.819, 1.980)
C (-0.824, 0.623, 2.768)
C (-0.953, -0.681, 1.973)
C (-2.346, -1.034, 1.696)
N (-3.431, -1.271, 1.400)
H (-2.395, 1.716, 1.751)
H (-1.193, 2.745, 2.541)
H (-0.806, 1.908, 1.028)
H (-1.359, 0.525, 3.718)
H (0.231, 0.758, 3.007)
H (-0.486, -1.519, 2.497)
H (-0.454, -0.574, 1.002)
C (3.266, 0.147, 4.634)
C (3.131, -1.170, 3.882)
C (3.621, -1.067, 2.434)
C (2.817, -0.124, 1.656)
N (2.153, 0.581, 1.041)
H (2.668, 0.929, 4.165)
H (2.934, 0.044, 5.667)
H (4.305, 0.485, 4.646)
H (2.089, -1.495, 3.879)
H (3.706, -1.953, 4.381)
H (3.579, -2.036, 1.933)
H (4.661, -0.733, 2.408)

Its spin multiplicity is 1. As for the orbital gap: 0.2188 hartree. As for the net charge: -1. For the HOMO energy, the calculation gives -3.62 eV.

natural (NBO) atomic charge list, values in e, 5 entries: C -0.249; O -0.567; C -0.364; P 0.657; C -0.516


Record 5
A molecular structure, C13H28CrI2N7O4P, computed with ωB97M-V/def2-TZVPD.

CARTESIAN COORDINATES (ANGSTROEM)
Cr (-0.388, 0.052, 0.213)
C (1.662, -1.966, -0.733)
C (0.513, -1.981, -1.701)
N (-0.043, -0.598, -1.796)
C (-1.323, -0.628, -2.554)
C (-2.386, -1.103, -1.612)
C (-3.580, -1.676, -1.995)
C (-4.489, -2.041, -1.012)
C (-4.179, -1.828, 0.326)
C (-2.970, -1.248, 0.636)
C (-2.518, -0.906, 2.025)
N (-1.030, -0.858, 2.022)
C (-0.451, -2.237, 2.035)
C (1.023, -2.147, 1.721)
N (1.220, -1.284, 0.520)
N (-2.090, -0.900, -0.317)
H (2.491, -1.396, -1.154)
H (2.014, -2.977, -0.538)
H (-0.285, -2.637, -1.353)
H (0.836, -2.338, -2.681)
H (0.636, -0.026, -2.301)
H (-1.244, -1.264, -3.436)
H (-1.570, 0.375, -2.884)
H (-3.794, -1.840, -3.043)
H (-5.435, -2.489, -1.286)
H (-4.865, -2.117, 1.111)
H (-2.890, -1.628, 2.752)
H (-2.904, 0.077, 2.299)
H (-0.712, -0.365, 2.852)
H (-0.973, -2.820, 1.276)
H (-0.614, -2.726, 2.997)
H (1.437, -3.143, 1.573)
H (1.556, -1.692, 2.557)
H (1.948, -0.618, 0.755)
I (3.076, 1.542, -2.463)
I (5.010, 2.324, -4.123)
O (-1.691, 3.324, -1.550)
N (-1.719, 2.137, -1.437)
O (-1.122, 1.728, -0.311)
N (-0.359, 4.690, 0.509)
C (0.930, 3.932, 0.499)
P (0.857, 2.639, 1.807)
O (-0.354, 2.928, 2.647)
O (1.057, 1.262, 1.196)
C (2.275, 2.936, 2.989)
N (1.684, 3.371, 4.311)
H (-0.784, 4.660, 1.445)
H (-1.028, 4.215, -0.120)
H (-0.255, 5.660, 0.207)
H (1.771, 4.602, 0.668)
H (1.065, 3.461, -0.473)
H (2.981, 3.687, 2.642)
H (2.815, 2.003, 3.123)
H (1.984, 2.788, 5.093)
H (0.650, 3.297, 4.194)
H (1.915, 4.336, 4.548)

Its spin multiplicity is 2. As for the orbital gap (alpha / beta): 0.2452 / 0.2615 hartree. As for the net charge: +3. For the HOMO energy (alpha / beta), the calculation gives -16.02 / -16.02 eV. As for the expectation value of S²: 0.772.

natural (NBO) atomic charge list, values in e, 5 entries: Cr 1.344; C -0.240; C -0.234; N -0.589; C -0.277


Record 6
A molecular structure, C13H28MnN4O7, computed with ωB97M-V/def2-TZVPD.

CARTESIAN COORDINATES (ANGSTROEM)
Mn (-0.886, 0.900, -0.696)
C (-2.197, 1.929, -2.162)
O (-0.990, 2.433, -2.395)
O (-2.638, 2.206, -0.947)
O (-2.249, 0.649, -2.501)
C (-1.869, -2.115, -0.714)
O (-1.687, -1.073, -0.112)
N (-1.558, -3.334, -0.238)
C (-1.872, -4.543, -0.959)
C (-0.785, -3.484, 0.961)
H (-2.366, -2.128, -1.695)
H (-2.700, -4.373, -1.645)
H (-2.212, -5.361, -0.320)
H (-0.985, -4.917, -1.480)
H (-1.396, -3.951, 1.745)
H (0.097, -4.108, 0.817)
H (-0.524, -2.525, 1.404)
C (-1.547, 2.176, 2.072)
O (-1.050, 1.295, 1.380)
N (-2.497, 1.931, 2.978)
C (-2.950, 2.925, 3.926)
C (-2.937, 0.567, 3.267)
H (-1.306, 3.242, 1.981)
H (-3.990, 2.694, 4.158)
H (-2.928, 3.932, 3.513)
H (-2.355, 2.908, 4.843)
H (-2.437, -0.141, 2.620)
H (-2.787, 0.384, 4.334)
H (-4.019, 0.565, 3.111)
C (1.217, -0.583, -2.611)
O (0.665, -0.328, -1.552)
N (1.640, -1.798, -2.973)
C (2.173, -2.117, -4.280)
C (1.521, -2.913, -2.060)
H (1.262, 0.146, -3.432)
H (1.438, -2.745, -4.789)
H (3.104, -2.685, -4.215)
H (2.403, -1.227, -4.860)
H (1.387, -2.561, -1.040)
H (0.659, -3.542, -2.315)
H (2.401, -3.554, -2.116)
C (2.204, 2.345, -0.296)
O (0.999, 2.328, -0.197)
N (3.068, 2.690, 0.693)
C (4.418, 3.075, 0.358)
C (2.589, 3.177, 1.954)
H (2.732, 2.096, -1.232)
H (4.459, 4.166, 0.232)
H (4.743, 2.739, -0.627)
H (5.114, 2.754, 1.128)
H (2.624, 4.266, 2.036)
H (1.585, 2.845, 2.204)
H (3.215, 2.744, 2.743)

Its spin multiplicity is 6. As for the orbital gap (alpha / beta): 0.2189 / 0.2150 hartree. The energy relative to the best compared isomer or geometry (same formula, charge and spin) comes out at 2.0962 eV. For the HOMO energy (alpha / beta), the calculation gives -5.61 / -5.50 eV. As for the expectation value of S²: 8.754.

natural (NBO) atomic charge list, values in e, 5 entries: Mn 1.586; C 0.875; O -0.866; O -0.879; O -0.885


Record 7
A molecular structure, C13H28N4O4PdSe2, computed with ωB97M-V/def2-TZVPD.

CARTESIAN COORDINATES (ANGSTROEM)
Pd (0.600, -0.122, -0.621)
O (-1.489, 1.454, 5.461)
C (-0.293, 1.732, 4.727)
C (-0.084, 0.757, 3.473)
C (-0.108, -0.677, 3.902)
O (0.664, -0.866, 5.070)
C (1.327, 1.138, 3.076)
Se (2.115, 0.053, 1.558)
C (-1.098, 1.070, 2.415)
Se (-1.592, -0.276, 1.114)
H (-1.245, 0.719, 5.975)
H (0.556, 1.547, 5.336)
H (-0.495, 2.740, 4.318)
H (0.249, -1.264, 3.055)
H (-1.172, -1.045, 4.033)
H (1.335, -1.517, 4.992)
H (1.945, 0.953, 3.865)
H (1.375, 2.169, 2.726)
H (-0.662, 1.942, 1.955)
H (-1.937, 1.498, 2.949)
C (-0.358, 3.871, -1.919)
C (0.100, 2.424, -2.042)
N (0.728, 1.885, -1.044)
O (1.038, 2.703, 0.022)
C (-0.382, 1.566, -3.165)
C (-1.000, 2.245, -4.346)
N (-0.256, 0.337, -2.987)
O (-0.752, -0.442, -4.014)
H (-0.018, 4.349, -1.038)
H (-1.422, 3.962, -1.960)
H (0.038, 4.533, -2.761)
H (1.541, 2.150, 0.600)
H (-1.919, 2.751, -4.139)
H (-1.173, 1.425, -5.048)
H (-0.290, 3.009, -4.794)
N (0.029, -3.135, -3.127)
C (-1.076, -2.785, -2.197)
C (-0.769, -3.039, -0.741)
N (0.524, -2.434, -0.464)
C (1.597, -3.140, -1.241)
C (1.428, -2.759, -2.705)
H (-0.410, -1.360, -3.918)
H (0.055, -4.125, -3.359)
H (-1.982, -3.350, -2.563)
H (-1.346, -1.714, -2.314)
H (-0.816, -4.107, -0.559)
H (-1.577, -2.649, -0.078)
H (0.762, -2.431, 0.513)
H (1.522, -4.265, -1.094)
H (2.514, -2.761, -0.859)
H (2.211, -3.090, -3.365)
H (1.466, -1.627, -2.672)

Its spin multiplicity is 3. As for the orbital gap (alpha / beta): 0.2590 / 0.2266 hartree. The energy relative to the best compared isomer or geometry (same formula, charge and spin) comes out at 0.6532 eV. For the HOMO energy (alpha / beta), the calculation gives -6.98 / -7.42 eV. As for the expectation value of S²: 2.015.

natural (NBO) atomic charge list, values in e, 5 entries: Pd 0.613; O -0.719; C -0.058; C -0.151; C -0.087


Record 8
A molecular structure, C13H28NO2PPbSi, computed with ωB97M-V/def2-TZVPD.

CARTESIAN COORDINATES (ANGSTROEM)
Pb (0.474, 1.194, 0.660)
Si (-2.415, -0.529, -0.623)
P (1.563, -1.284, -0.316)
N (-1.114, 0.535, -1.032)
H (0.368, 1.867, 2.710)
C (3.336, -1.492, 0.061)
H (3.629, -2.540, -0.096)
H (3.530, -1.202, 1.104)
H (3.922, -0.835, -0.599)
C (0.787, -2.667, 0.592)
H (1.303, -3.605, 0.340)
H (-0.274, -2.744, 0.319)
H (0.847, -2.473, 1.672)
C (1.481, -1.826, -2.064)
H (2.192, -2.651, -2.227)
H (1.745, -0.986, -2.721)
H (0.465, -2.151, -2.321)
C (-2.689, -0.779, 1.204)
H (-1.759, -0.705, 1.794)
H (-3.119, -1.784, 1.321)
H (-3.434, -0.064, 1.578)
H (-3.705, 0.029, -1.095)
H (-2.129, -1.851, -1.234)
C (-0.821, 0.877, -2.328)
C (0.796, 1.763, -3.931)
C (0.359, 1.620, -2.616)
C (-1.631, 0.444, -3.414)
C (-1.188, 0.619, -4.725)
C (0.017, 1.279, -4.990)
H (1.738, 2.276, -4.134)
H (0.959, 2.034, -1.792)
H (-2.578, -0.069, -3.211)
H (-1.796, 0.255, -5.553)
H (0.344, 1.417, -6.022)
C (0.351, 0.858, 3.357)
O (0.006, -0.136, 2.434)
C (1.778, 0.669, 3.878)
H (1.853, 0.932, 4.941)
H (2.482, 1.319, 3.341)
H (2.126, -0.366, 3.757)
C (-0.705, 1.032, 4.442)
H (-0.567, 0.230, 5.182)
H (-1.726, 0.966, 4.051)
H (-0.582, 1.998, 4.947)
O (-1.726, 2.643, 1.113)
H (-1.959, 3.460, 0.630)
H (-2.536, 2.422, 1.616)

Its spin multiplicity is 1. As for the orbital gap: 0.2619 hartree. For the HOMO energy, the calculation gives -6.92 eV.

natural (NBO) atomic charge list, values in e, 5 entries: Pb 1.244; Si 1.347; P 0.887; N -1.250; H 0.082


Energy list, top to bottom, in hartree: -4911.4267; -2326.5062; -1043.1673; -6186.1608; -3176.7970; -2408.8409; -5962.7012; -1541.0651
Max |F| list, top to bottom, in eV/A: 1.800; 0.342; 0.928; 0.393; 0.630; 7.312; 3.602; 2.392